A single C6H6 molecule. Source: OMol25; level of theory: wB97M-V/def2-TZVPD.

The geometry in XYZ format:
```
12
Properties=species:S:1:pos:R:3:forces:R:3
H 0.786 2.139 2.275 0.0 -0.1 -0.1
H -0.397 0.323 -2.602 0.1 -0.1 0.2
C -0.938 -2.222 -0.627 0.2 0.3 -0.3
H -1.383 -2.933 0.031 0.0 0.0 -0.3
H 1.181 -0.421 -2.347 -0.1 0.0 0.1
H -0.802 1.346 2.187 0.2 0.1 0.0
C 0.399 1.014 0.496 0.0 -0.1 -0.5
C 0.234 -0.171 -1.853 0.0 0.0 0.0
C 0.259 1.247 1.931 0.0 0.0 0.1
C 0.434 0.670 -0.658 -0.1 0.1 0.6
H 0.650 0.381 2.476 0.0 0.2 -0.1
C -0.423 -1.373 -1.308 -0.2 -0.4 0.3
```
Positions in Å, forces in eV/Å.

Structure (SMILES): C#CCC#CC
Electronic energy: -232.081417 a.u.
Frontier orbital gap: 10.36 eV
Energy relative to the best compared isomer or geometry (same formula, charge and spin): 3.943 eV

***

A molecular structure, C6H6 at a distorted geometry. Source: OMol25; level of theory: wB97M-V/def2-TZVPD.

The geometry in XYZ format:
```
12
Properties=species:S:1:pos:R:3:forces:R:3
H -3.022 0.633 -1.141 0.7 -0.5 0.1
C 0.090 -0.197 -1.055 3.1 0.3 1.0
C -1.074 -0.127 -0.586 -5.5 0.1 -2.4
C 0.715 0.308 0.165 3.5 -1.5 -1.0
H -2.704 -0.194 0.440 -1.7 -0.7 3.1
H 2.112 0.590 1.662 -1.1 0.7 -0.4
C 1.228 1.043 1.130 1.1 -1.3 0.6
H 2.141 -1.049 -1.009 0.4 0.1 -0.3
C 1.180 -1.081 -0.552 -1.0 2.4 0.7
H 0.849 -1.965 -0.085 0.0 -1.0 0.4
H 0.845 1.969 1.497 -0.3 0.5 0.0
C -2.360 0.070 -0.467 0.9 1.0 -1.7
```
Positions in Å, forces in eV/Å.

Electronic energy: -231.991212 a.u.
Frontier orbital gap: 9.02 eV
Energy relative to the best compared isomer or geometry (same formula, charge and spin): 6.398 eV